# 1
The following is a DFT calculation (wB97M-V/def2-TZVPD) of an isolated molecule of C23H20F2N2O8 at a distorted geometry.

The geometry in XYZ format:
```
55
Properties=species:S:1:pos:R:3:forces:R:3
C 0.091 -2.398 -0.908 -0.042 0.057 -0.202
H 0.730 -2.989 -1.562 -0.057 0.054 -0.011
O 0.405 -2.810 0.402 -0.175 -0.111 0.452
C -0.171 -2.150 1.453 0.192 -0.115 -0.028
C -1.191 -1.227 1.292 -0.069 0.065 0.084
C -1.784 -0.595 2.384 0.332 -0.312 0.120
C -1.347 -0.899 3.670 -0.170 0.152 -0.273
C -0.327 -1.805 3.841 0.152 -0.158 -0.247
C 0.289 -2.436 2.759 -0.301 0.265 -0.013
O 1.278 -3.288 3.115 -0.204 0.010 0.122
C 2.201 -3.816 2.177 0.463 -0.294 -0.281
C 2.966 -2.774 1.432 0.241 0.720 0.246
C 3.270 -1.487 1.792 -0.165 -0.962 -0.077
O 3.946 -0.903 0.786 -0.230 0.353 0.687
N 4.101 -1.786 -0.229 0.260 -0.586 -1.037
C 3.531 -2.904 0.129 -0.100 0.509 0.520
C 3.536 -4.107 -0.738 0.096 0.091 -0.037
H 3.895 -3.840 -1.727 0.007 -0.060 -0.094
H 2.535 -4.528 -0.807 -0.074 -0.070 -0.056
H 4.193 -4.865 -0.315 0.011 -0.098 -0.041
C 3.010 -0.685 3.014 0.041 0.112 -0.197
H 3.824 0.021 3.158 0.034 0.040 0.082
H 2.081 -0.124 2.915 -0.030 0.046 0.042
H 2.928 -1.338 3.879 0.000 0.010 0.045
H 2.878 -4.418 2.795 -0.182 0.044 -0.102
H 1.698 -4.479 1.465 0.089 0.065 0.167
H 0.036 -2.054 4.826 0.060 -0.030 0.116
H -1.813 -0.415 4.513 -0.036 0.039 0.091
C -2.874 0.380 2.226 -0.270 0.335 0.254
O -3.410 0.972 3.127 0.111 -0.169 -0.126
O -3.222 0.558 0.922 0.165 -0.163 -0.140
C -4.277 1.467 0.654 -0.614 0.382 0.257
H -4.501 2.045 1.561 0.026 -0.075 -0.301
H -5.177 0.907 0.379 0.162 0.097 -0.008
C -3.947 2.432 -0.483 0.381 -0.468 0.223
O -4.783 3.184 -0.924 -0.303 0.112 0.013
N -2.659 2.332 -0.908 0.227 -0.424 0.395
C -2.016 3.018 -1.936 0.075 0.429 -0.491
C -2.658 4.001 -2.688 -0.209 -0.102 0.214
C -2.008 4.670 -3.717 0.605 -0.043 -0.243
C -0.703 4.320 -3.962 0.145 -0.386 0.349
C -0.058 3.342 -3.212 -0.357 0.418 -0.294
C -0.681 2.671 -2.193 0.150 0.134 -0.208
H -0.164 1.920 -1.620 0.075 -0.137 0.115
O 1.234 3.209 -3.688 -0.485 -0.301 0.582
C 1.345 4.101 -4.714 1.425 0.239 -0.995
F 1.699 3.456 -5.850 -0.269 -0.070 0.149
F 2.373 4.947 -4.485 -0.240 -0.009 0.207
O 0.193 4.797 -4.908 -0.687 0.122 0.214
H -2.504 5.428 -4.297 -0.097 0.111 -0.075
H -3.684 4.240 -2.460 0.015 0.002 -0.005
H -2.100 1.638 -0.427 -0.210 0.150 -0.084
H -1.562 -1.001 0.306 0.011 -0.034 -0.102
H -0.957 -2.596 -1.153 0.035 0.024 0.005
H 0.314 -1.338 -1.058 -0.011 -0.009 0.017
```
Positions in Å, forces in eV/Å.

The value obtained for the LUMO energy is 0.12 eV. As for the structure (SMILES): COc1cc(C(=O)OCC(=O)Nc2ccc3c(c2)OC(F)(F)O3)ccc1OCc1c(C)noc1C. For the HOMO energy, the calculation gives -8.6959 eV. The net charge is 0. Its spin multiplicity is 1. The molecular weight comes out at 490.41 g mol⁻¹.



# 2
The following is a DFT calculation (wB97M-V/def2-TZVPD) of a structure of composition C23H20GdN8.

The geometry in XYZ format:
```
52
Properties=species:S:1:pos:R:3:forces:R:3
Gd 0.005 0.175 -0.125 -0.002 0.045 -0.023
C 3.029 1.482 0.622 0.020 0.002 -0.020
C 2.312 1.406 1.937 0.032 0.008 0.049
C 2.917 1.848 3.102 0.005 -0.006 -0.038
C 2.232 1.755 4.298 0.001 0.000 0.015
C 0.953 1.217 4.306 -0.010 -0.005 -0.003
C 0.392 0.788 3.119 -0.012 0.004 0.054
N 1.066 0.886 1.949 -0.090 -0.063 -0.242
C -0.971 0.198 3.056 0.036 0.025 0.061
C -1.761 0.042 4.183 0.007 0.003 0.002
C -3.020 -0.517 4.048 0.002 -0.005 0.001
C -3.459 -0.908 2.795 -0.002 -0.001 -0.007
C -2.625 -0.726 1.704 -0.069 -0.025 -0.019
N -1.402 -0.181 1.839 0.053 0.024 -0.083
C -3.024 -1.121 0.327 -0.048 -0.022 0.028
C -4.251 -1.692 0.053 0.010 0.001 0.011
C -4.559 -2.043 -1.254 -0.016 -0.005 -0.001
C -3.631 -1.814 -2.252 0.043 0.012 -0.015
C -2.414 -1.238 -1.927 -0.054 -0.035 -0.013
C -1.378 -0.983 -2.981 0.015 -0.001 -0.025
N -2.120 -0.896 -0.655 0.244 0.123 0.027
H 4.007 1.945 0.742 -0.005 0.007 0.003
H 2.479 2.093 -0.099 -0.005 0.003 -0.001
H 3.202 0.487 0.206 0.002 -0.009 0.006
H 3.916 2.260 3.062 -0.002 0.000 0.004
H 2.686 2.095 5.219 -0.004 -0.001 0.000
H 0.416 1.141 5.238 -0.001 -0.001 -0.003
H -1.415 0.346 5.158 -0.002 -0.002 0.000
H -3.655 -0.648 4.914 0.001 -0.001 -0.002
H -4.439 -1.345 2.686 0.001 -0.001 0.003
H -4.972 -1.872 0.834 0.003 0.002 0.002
H -5.516 -2.493 -1.486 0.001 0.002 0.003
H -3.840 -2.079 -3.279 -0.003 -0.001 0.004
H -1.746 -1.273 -3.962 -0.007 0.006 0.002
H -0.475 -1.569 -2.799 0.000 -0.011 0.004
H -1.122 0.078 -3.042 -0.001 0.006 0.002
N 1.214 3.016 -3.550 -0.003 0.011 0.019
C 0.423 2.898 -2.494 -0.025 0.025 -0.012
N 0.633 1.706 -1.935 -0.047 -0.050 0.101
C 1.604 1.144 -2.741 0.053 -0.070 -0.023
N 1.969 1.920 -3.723 -0.026 -0.008 0.025
C 2.179 -0.195 -2.530 -0.014 -0.103 0.082
C 3.154 -0.710 -3.377 0.087 -0.007 -0.100
N 3.676 -1.918 -3.192 -0.158 0.092 0.128
C 3.232 -2.628 -2.162 0.075 -0.111 -0.004
C 2.258 -2.140 -1.298 0.025 0.187 -0.162
N 1.734 -0.922 -1.487 -0.105 -0.034 0.149
H 1.300 3.796 -4.192 0.000 0.001 0.002
H -0.268 3.659 -2.168 -0.003 -0.007 0.008
H 3.513 -0.128 -4.217 0.004 -0.009 0.003
H 3.658 -3.612 -2.010 0.005 0.009 -0.016
H 1.905 -2.729 -0.460 -0.007 -0.006 0.013
```
Positions in Å, forces in eV/Å.

As for the expectation value of S²: 15.887. The value obtained for the LUMO energy (alpha / beta) is -12.00 / -9.47 eV. For the HOMO energy (alpha / beta), the calculation gives -17.5395 / -17.5409 eV. The net charge is +3. Its spin multiplicity is 8. The molecular weight comes out at 565.72 g mol⁻¹.



# 3
The following is a DFT calculation (wB97M-V/def2-TZVPD) of a structure of composition C23H20I2KN5O4S2.

The geometry in XYZ format:
```
57
Properties=species:S:1:pos:R:3:forces:R:3
K -0.475 -0.760 -0.511 0.232 0.756 -0.205
I 0.519 -0.770 -3.814 -0.049 -0.106 -0.063
C 0.856 -2.918 -3.644 0.022 0.111 0.017
I 2.913 -3.502 -3.487 -0.011 -0.007 0.003
H 0.475 -3.431 -4.520 -0.015 0.029 -0.005
H 0.371 -3.284 -2.745 0.011 -0.015 0.002
S -0.266 2.126 -3.870 0.063 0.026 0.037
C -1.990 1.876 -3.712 0.118 -0.143 0.009
C -2.723 1.652 -4.883 -0.004 0.013 -0.031
C -4.095 1.439 -4.898 -0.009 -0.002 0.025
C -4.777 1.240 -6.139 -0.010 0.024 0.009
N -5.317 1.092 -7.147 0.011 -0.010 -0.007
C -4.784 1.436 -3.671 -0.016 -0.011 -0.012
C -4.073 1.638 -2.499 0.022 0.001 0.028
C -2.683 1.860 -2.460 -0.135 0.115 0.017
S -1.942 2.145 -0.915 0.061 -0.077 -0.021
C -6.204 1.245 -3.618 0.006 0.012 -0.020
N -7.346 1.107 -3.568 0.003 -0.007 0.015
H -2.184 1.652 -5.821 0.008 0.005 0.004
H -4.605 1.632 -1.557 0.005 -0.003 0.004
O 5.364 -1.020 4.535 -0.008 0.007 0.011
C 4.929 -2.183 3.845 -0.001 -0.006 -0.005
C 3.796 -1.852 2.914 0.014 -0.021 0.013
C 3.031 -2.879 2.379 0.021 0.038 -0.003
C 2.022 -2.570 1.480 0.013 -0.033 0.002
N 1.756 -1.319 1.104 0.009 -0.071 0.151
C 2.474 -0.329 1.633 0.005 -0.055 -0.022
C 3.506 -0.551 2.541 0.020 0.040 -0.001
C 2.090 1.045 1.201 -0.009 0.046 -0.095
C 2.071 2.100 2.097 0.015 0.035 0.023
C 1.617 3.344 1.656 0.005 -0.016 -0.016
C 1.517 4.506 2.610 -0.011 0.000 0.000
O 0.922 4.153 3.855 -0.012 -0.001 -0.008
C 1.221 3.465 0.340 -0.002 -0.025 0.014
C 1.286 2.352 -0.499 0.026 0.046 -0.029
N 1.714 1.168 -0.079 0.018 -0.038 0.103
H 6.131 -1.253 5.064 0.006 0.001 -0.008
H 4.595 -2.952 4.550 0.001 0.005 0.004
H 5.753 -2.607 3.256 0.001 -0.001 0.002
H 3.208 -3.911 2.660 -0.014 -0.009 -0.015
H 1.373 -3.334 1.066 -0.006 0.009 -0.002
H 4.081 0.274 2.938 -0.010 0.008 -0.007
H 2.349 1.953 3.134 -0.002 -0.002 0.000
H 0.961 5.317 2.129 0.009 0.007 0.002
H 2.510 4.884 2.859 0.005 -0.006 0.000
H 0.109 3.674 3.659 0.006 0.001 0.003
H 0.805 4.390 -0.040 0.002 -0.003 -0.014
H 0.947 2.413 -1.528 -0.030 -0.003 -0.017
N -3.290 -1.882 1.911 -0.015 -0.031 0.007
C -2.720 -3.221 1.761 -0.008 0.004 0.009
C -1.729 -3.238 0.581 -0.190 -0.144 0.057
O -2.079 -2.555 -0.415 -0.272 -0.485 0.067
O -0.686 -3.912 0.710 0.065 -0.002 -0.034
H -4.182 -1.913 2.388 -0.004 0.005 -0.008
H -3.454 -1.524 0.974 0.015 0.014 0.001
H -3.476 -3.990 1.540 0.019 -0.026 0.013
H -2.193 -3.518 2.669 0.012 0.002 -0.004
```
Positions in Å, forces in eV/Å.

The value obtained for the LUMO energy is 3.25 eV. For the HOMO energy, the calculation gives -1.3866 eV. The net charge is -2. Its spin multiplicity is 1. The molecular weight comes out at 787.48 g mol⁻¹.



# 4
The following is a DFT calculation (wB97M-V/def2-TZVPD) of a structure of composition C23H20KN6O2S2.

The geometry in XYZ format:
```
54
Properties=species:S:1:pos:R:3:forces:R:3
K -0.046 1.264 -0.274 -0.032 0.015 0.061
N -0.398 2.913 4.574 -0.032 0.006 0.002
C -0.492 2.194 3.415 -0.046 0.032 0.098
S 1.002 1.789 2.656 0.071 0.003 -0.075
N -1.737 1.901 3.090 0.018 -0.011 -0.021
N -1.865 1.171 1.952 0.012 -0.049 -0.061
C -3.067 0.830 1.650 0.017 0.015 -0.013
C -4.249 1.197 2.484 -0.031 0.035 0.058
C -4.784 2.481 2.434 0.034 -0.032 -0.024
C -5.900 2.805 3.188 -0.028 0.002 0.022
C -6.493 1.851 4.007 -0.004 0.022 -0.005
C -5.961 0.572 4.065 0.009 -0.006 -0.002
C -4.847 0.248 3.304 -0.006 -0.013 0.016
C -3.310 0.047 0.412 -0.022 -0.008 -0.012
C -4.612 -0.195 -0.025 0.014 -0.029 -0.017
C -4.809 -0.912 -1.193 0.012 0.005 0.009
C -3.711 -1.374 -1.895 0.006 0.004 0.010
C -2.452 -1.086 -1.388 -0.034 -0.026 -0.030
N -2.248 -0.402 -0.271 -0.026 0.023 -0.012
H 0.481 3.355 4.770 0.012 0.001 -0.009
H -1.249 3.326 4.918 0.004 -0.005 0.005
H -4.315 3.224 1.803 0.003 -0.001 -0.003
H -6.310 3.806 3.140 0.002 0.002 -0.001
H -7.365 2.105 4.596 0.000 0.005 0.000
H -6.415 -0.176 4.704 0.003 -0.004 -0.001
H -4.432 -0.753 3.347 0.005 0.000 -0.003
H -5.453 0.186 0.536 0.001 0.003 0.003
H -5.814 -1.096 -1.554 -0.002 -0.002 0.000
H -3.815 -1.922 -2.820 0.006 0.000 -0.001
H -1.564 -1.414 -1.915 -0.003 0.004 -0.007
N 0.415 -1.385 1.861 0.093 -0.038 -0.014
C -0.479 -2.385 1.592 -0.084 0.122 0.043
C 0.265 -3.419 1.107 0.074 -0.138 -0.083
N 1.599 -3.083 1.069 -0.079 0.055 0.057
C 1.642 -1.856 1.535 0.034 0.022 0.019
H 0.243 -0.450 2.230 -0.039 -0.010 -0.002
H -1.536 -2.258 1.741 -0.005 -0.006 0.002
H -0.081 -4.384 0.772 0.001 0.002 0.009
H 2.530 -1.261 1.676 0.006 -0.004 -0.022
O 1.420 7.117 -6.025 -0.008 0.025 0.000
C 1.215 5.858 -6.506 0.021 -0.063 0.002
O 1.569 5.605 -7.629 -0.010 0.036 -0.001
C 0.559 4.899 -5.592 -0.032 -0.017 -0.027
C 0.043 3.716 -6.130 0.033 0.056 0.044
C -0.585 2.788 -5.331 -0.025 -0.045 -0.022
C -0.730 2.974 -3.941 0.048 -0.024 0.012
S -1.515 1.792 -2.947 0.008 -0.003 0.007
C -0.194 4.165 -3.414 -0.025 0.027 0.035
C 0.429 5.100 -4.215 0.021 -0.015 -0.032
H 0.990 7.195 -5.165 0.012 0.010 -0.006
H 0.149 3.548 -7.194 0.002 0.002 -0.006
H -0.983 1.879 -5.764 -0.001 0.007 -0.006
H -0.283 4.344 -2.350 0.000 0.004 -0.002
H 0.849 5.978 -3.732 -0.009 0.000 0.004
```
Positions in Å, forces in eV/Å.

The value obtained for the LUMO energy is 2.24 eV. For the HOMO energy, the calculation gives -4.4622 eV. The net charge is -1. Its spin multiplicity is 1. The molecular weight comes out at 515.69 g mol⁻¹.



# 5
The following is a DFT calculation (wB97M-V/def2-TZVPD) of an isolated molecule of C23H20N2O2S.

The geometry in XYZ format:
```
48
Properties=species:S:1:pos:R:3:forces:R:3
C -2.989 2.762 3.094 -0.034 -0.013 -0.024
C -2.230 2.449 1.840 0.058 0.021 0.012
C -2.782 2.740 0.598 0.056 -0.020 -0.013
C -2.105 2.451 -0.568 0.158 -0.038 0.017
C -0.848 1.863 -0.510 -0.151 0.011 0.494
C -0.290 1.556 0.725 -0.102 -0.127 -0.202
C -0.976 1.855 1.887 -0.032 0.018 0.017
H -0.532 1.613 2.842 0.029 0.001 0.100
H 0.682 1.083 0.767 0.067 -0.026 -0.013
N -0.167 1.513 -1.702 -0.253 0.063 -0.253
C 1.122 1.855 -1.963 0.065 0.003 -0.240
O 1.797 1.267 -2.794 0.107 -0.151 0.009
C 1.673 3.026 -1.260 0.130 0.600 0.273
C 3.013 3.281 -1.144 -0.334 -0.257 -0.070
C 3.292 4.510 -0.517 0.016 0.169 0.090
C 2.162 5.187 -0.183 -0.413 -0.134 -0.147
S 0.736 4.331 -0.607 0.663 0.048 -0.012
H 2.075 6.143 0.293 0.031 0.209 0.107
H 4.286 4.875 -0.330 0.150 0.081 0.054
H 3.759 2.596 -1.503 0.082 -0.140 -0.115
C -0.752 0.404 -2.449 0.042 -0.184 -0.213
C -0.597 -0.872 -1.669 0.316 0.042 -0.242
C 0.564 -1.565 -1.652 -0.420 0.206 -0.077
C 0.729 -2.731 -0.845 -0.207 -0.322 0.350
C 1.912 -3.479 -0.805 -0.171 -0.011 0.086
C 2.009 -4.590 -0.005 0.065 0.003 -0.031
C 0.931 -5.002 0.790 -0.107 0.172 -0.078
C -0.241 -4.272 0.762 0.073 -0.040 -0.006
C -0.356 -3.141 -0.048 0.634 -0.062 -0.230
N -1.512 -2.412 -0.088 -0.305 -0.091 0.210
C -1.732 -1.283 -0.849 -0.055 -0.232 0.140
O -2.811 -0.718 -0.804 -0.142 0.129 -0.075
H -2.291 -2.708 0.489 0.078 0.140 -0.141
H -1.084 -4.574 1.368 -0.090 -0.058 0.084
C 1.067 -6.219 1.650 -0.004 -0.004 0.003
H 0.158 -6.404 2.216 -0.033 -0.059 0.061
H 1.895 -6.098 2.347 0.030 -0.045 0.071
H 1.278 -7.093 1.034 0.004 -0.089 0.015
H 2.925 -5.162 0.019 0.112 -0.054 -0.008
H 2.746 -3.165 -1.415 0.101 0.037 -0.072
H 1.396 -1.229 -2.255 0.068 0.095 -0.093
H -0.226 0.343 -3.403 -0.158 -0.007 0.122
H -1.814 0.608 -2.600 0.145 -0.012 -0.047
H -2.543 2.682 -1.527 -0.041 0.011 -0.134
H -3.760 3.197 0.547 -0.117 0.057 -0.014
H -2.386 2.565 3.976 -0.004 0.009 0.083
H -3.891 2.154 3.147 -0.069 -0.013 0.078
H -3.293 3.808 3.103 -0.038 0.058 0.074
```
Positions in Å, forces in eV/Å.

The value obtained for the LUMO energy is 0.36 eV. As for the structure (SMILES): Cc1ccc(N(Cc2cc3ccc(C)cc3[nH]c2=O)C(=O)c2cccs2)cc1. For the HOMO energy, the calculation gives -8.1928 eV. The net charge is 0. Its spin multiplicity is 1. The molecular weight comes out at 388.49 g mol⁻¹.